Record 1
Computed, not measured: a 2-piece molecular cluster, C2H5N2O overall, with wB97M-V/def2-TZVPD.

Results
Relative energy (zero: lowest compared OMol25 entry of this formula, charge and spin) (kcal/mol): 106.74
Total charge: +1
HOMO-LUMO gap (Eh): 0.340
E_LUMO (eV): -5.62
HOMO energy (eV): -14.881
2S+1: 1

Last column: Mulliken charge in e.
Geometry (Å):
C 0.3328 -0.7899 -0.8449  -0.36
C 1.0124 1.1704 1.2710  -0.14
N -0.1076 1.1981 1.1323  0.47
N -0.9525 -0.7685 -0.9770  -0.18
O -1.2353 1.0395 0.7789  -0.59
H 0.9519 -0.0717 -1.2410  0.43
H 0.9293 -1.4434 -0.1988  0.34
H 2.0105 1.1109 1.7818  0.39
H -1.5619 -0.1084 -1.4816  0.32
H -1.3796 -1.3371 -0.2207  0.33

Force components x, y, z for each atom (eV/Å):
C -1.171 -0.238 0.471
C 5.421 -0.065 1.860
N -2.744 -0.725 -1.057
N 1.320 -1.216 2.187
O -1.331 0.652 0.291
H 0.965 1.614 -1.870
H -1.155 -0.424 0.009
H -1.573 0.348 -0.866
H 0.821 -0.180 0.176
H -0.552 0.236 -1.202



Record 2
Computed, not measured: a 2-piece molecular cluster, C4H11OS overall, with wB97M-V/def2-TZVPD.

Results
Relative energy (zero: lowest compared OMol25 entry of this formula, charge and spin) (kcal/mol): 8.89
Total charge: -1
HOMO-LUMO gap (Eh): 0.246
E_LUMO (eV): 3.98
HOMO energy (eV): -2.715
2S+1: 1

Last column: Mulliken charge in e.
Geometry (Å):
C 2.1720 -2.6153 -1.1110  -1.00
C 1.4938 -1.2642 -1.2662  -0.46
S 0.9905 -0.6629 0.4213  -0.69
H 1.4226 -3.3417 -0.8081  0.26
H 2.9798 -2.5033 -0.3873  0.24
H 2.6849 -2.9815 -2.0205  0.33
H 2.1598 -0.5478 -1.7652  0.24
H 0.5962 -1.2762 -1.8870  0.25
H -1.0745 0.1063 0.2813  0.08
C -1.7837 1.9969 0.0613  -0.19
O -1.8957 0.6096 0.0506  -0.47
C -2.0392 2.6252 1.4033  -0.90
H -2.4076 2.3967 -0.7499  0.27
H -0.7709 2.2603 -0.3008  0.20
H -1.9900 3.7160 1.4037  0.32
H -1.2134 2.4184 2.0920  0.24
H -2.9318 2.2424 1.9045  0.26

Force components x, y, z for each atom (eV/Å):
C 0.364 0.120 -0.765
C -0.187 0.630 0.555
S 0.146 0.055 -0.414
H 0.217 -0.205 0.304
H -0.280 -0.212 0.346
H -0.390 0.101 -0.101
H 0.086 -0.045 0.270
H -0.007 -0.399 -0.069
H 0.455 0.539 -0.159
C 1.352 -0.087 -1.076
O -1.157 -0.603 0.116
C 0.624 0.214 1.022
H -0.473 -0.051 0.381
H -0.053 0.102 0.412
H -0.596 0.160 -0.401
H 0.055 -0.539 -0.129
H -0.157 0.220 -0.292



Record 3
Computed, not measured: C26H28As2N3O2SbSe4W as an isolated structure, with wB97M-V/def2-TZVPD.

Results
Relative energy (zero: lowest compared OMol25 entry of this formula, charge and spin) (kcal/mol): 75.48
HOMO-LUMO gap (spin up / spin down) (Eh): 0.179 / 0.176
E_LUMO (spin up / spin down) (eV): -2.41 / -2.47
HOMO energy (spin up / spin down) (eV): -7.270 / -7.268
2S+1: 1

Last column: Mulliken charge in e.
Geometry (Å):
W 0.8212 -0.9408 -0.1376  0.98
C -1.1745 0.5152 3.1261  -1.01
As 0.4243 -0.3459 2.4248  0.89
C 1.1146 -1.4680 3.8612  -1.22
C 1.6789 1.1563 2.5659  0.49
C 1.8978 1.6225 3.8647  -0.59
C 2.8332 2.6039 4.1357  -0.76
C 3.5677 3.1442 3.0885  -0.73
C 3.3375 2.7066 1.7973  -0.58
C 2.4031 1.7064 1.5055  0.08
As 2.2614 1.2314 -0.3933  0.46
C 4.1393 0.6139 -0.6259  -1.16
C 2.5582 -1.7635 0.9129  -1.67
H -1.2533 1.5054 2.6810  0.19
H -1.0799 0.5939 4.2096  0.47
H -2.0800 -0.0429 2.8843  0.32
H 0.8122 -1.0372 4.8128  0.48
H 2.1973 -1.5041 3.7848  0.37
H 0.7188 -2.4798 3.7814  0.37
H 1.3290 1.2153 4.6932  0.18
H 2.9877 2.9395 5.1526  0.41
H 4.3072 3.9123 3.2741  0.38
H 3.8938 3.1640 0.9868  0.37
H 4.4782 0.0061 0.2101  0.33
H 4.7791 1.4888 -0.7285  0.41
H 4.1870 0.0306 -1.5452  0.33
H 3.1094 -1.1154 1.5923  0.35
H 3.2422 -2.0353 0.1011  0.43
H 2.2962 -2.7130 1.3910  0.37
C -8.1427 0.5679 -0.0491  -0.61
O -8.3654 -0.7532 -0.5575  -0.45
C -7.4263 -1.3084 -1.3227  0.74
C -6.2739 -0.6305 -1.7545  0.01
C -5.3222 -1.3073 -2.4714  -0.08
C -5.5132 -2.6624 -2.7804  -0.17
C -6.7196 -3.3107 -2.4387  -0.10
C -7.6612 -2.6459 -1.7016  -0.80
N -4.5935 -3.4427 -3.4416  -0.91
N -3.4426 -3.0199 -3.6455  0.12
C -2.4034 -2.4857 -3.0485  0.36
C -1.4372 -1.8048 -3.8704  -0.75
C -0.1887 -1.5462 -3.4159  -0.95
C 0.2332 -2.0132 -2.1373  1.37
O 1.5436 -1.8693 -1.7726  -0.85
C -0.7272 -2.5930 -1.2545  -0.37
N -0.3427 -2.8646 0.0299  -0.56
C -1.2766 -3.2058 0.9231  -0.39
C -2.6233 -3.2252 0.6381  -1.10
C -3.0308 -2.9508 -0.6623  -0.11
C -2.0893 -2.7024 -1.6576  1.26
H -9.0139 0.7933 0.5564  0.24
H -8.0658 1.2856 -0.8656  0.33
H -7.2370 0.5875 0.5583  0.17
H -6.0906 0.4037 -1.5062  0.29
H -4.4327 -0.7737 -2.7849  0.04
H -6.8534 -4.3418 -2.7352  0.46
H -8.5814 -3.1184 -1.3887  0.45
H -1.7536 -1.5001 -4.8582  0.46
H 0.5354 -1.0224 -4.0240  0.47
H -0.9117 -3.4407 1.9157  0.50
H -3.3447 -3.3997 1.4207  0.45
H -4.0868 -2.8900 -0.8757  0.43
Se -2.6453 3.7743 1.0890  -0.54
Sb -3.4194 1.9281 -0.1759  0.81
Se -1.0172 0.5310 -0.1907  -0.11
Se -3.5605 1.9274 -2.5693  -0.53
Se -4.5921 0.1039 1.0008  -0.52

Force components x, y, z for each atom (eV/Å):
W -1.563 0.290 -0.689
C -0.096 -0.433 0.138
As 0.583 0.988 -0.509
C -0.248 -0.187 -0.160
C 0.097 -0.175 0.335
C -0.085 0.060 0.040
C 0.032 0.026 -0.072
C -0.070 -0.029 0.047
C -0.048 0.058 -0.058
C 0.048 0.049 0.003
As 0.301 -0.628 0.244
C -0.279 0.032 0.091
C 0.087 -0.247 -0.582
H 0.038 0.032 -0.036
H 0.043 0.045 -0.019
H 0.050 -0.019 -0.063
H 0.036 -0.016 0.021
H 0.006 0.030 0.007
H -0.024 0.011 0.027
H -0.006 -0.033 -0.018
H 0.002 0.011 -0.002
H -0.005 0.005 0.006
H 0.001 -0.033 -0.015
H 0.026 0.030 -0.015
H 0.019 -0.004 -0.008
H 0.015 0.013 -0.011
H -0.114 -0.034 0.163
H 0.007 0.081 0.024
H -0.060 0.117 0.201
C -0.005 0.061 0.045
O 0.114 -0.205 -0.201
C -0.181 0.062 0.092
C 0.089 -0.036 -0.117
C -0.144 0.024 0.037
C -0.244 -0.141 -0.243
C 0.033 0.097 0.039
C 0.112 0.035 -0.011
N 0.202 0.433 0.121
N -0.229 -0.583 -0.009
C 0.117 0.413 -0.150
C -0.071 0.109 0.107
C -0.399 -0.151 0.107
C 0.527 0.192 0.502
O -0.531 0.440 0.801
C 0.077 -0.070 -0.067
N 0.355 0.050 -0.083
C 0.258 -0.031 0.032
C -0.077 0.009 -0.217
C 0.116 -0.060 0.164
C -0.079 -0.078 0.084
H -0.023 0.005 0.002
H -0.013 0.026 -0.022
H -0.046 0.064 -0.051
H -0.068 -0.028 -0.049
H -0.003 0.071 -0.003
H -0.014 -0.017 -0.025
H -0.003 -0.002 0.017
H 0.042 -0.034 -0.030
H 0.029 -0.023 -0.018
H 0.022 0.127 0.055
H -0.010 -0.035 0.009
H 0.032 -0.114 -0.003
Se -0.074 0.002 -0.045
Sb -1.179 -0.010 0.388
Se 1.860 -1.152 -0.447
Se -0.018 -0.001 0.216
Se 0.633 0.512 -0.121



Record 4
Computed, not measured: C16H56F2N10O19S2 as an isolated structure, with wB97M-V/def2-TZVPD.

Results
Total charge: -2
HOMO-LUMO gap (Eh): 0.297
E_LUMO (eV): 3.84
HOMO energy (eV): -4.241
2S+1: 1

Last column: Mulliken charge in e.
Geometry (Å):
N 8.3290 -20.6110 -13.4560  -0.08
S 9.5130 -21.0430 -12.5820  0.86
O 9.6010 -22.4350 -12.2310  -0.81
O 9.8100 -20.1030 -11.5390  -0.71
F 10.6750 -20.8520 -13.5620  -0.28
S 8.3270 -19.9210 -14.8550  0.91
O 8.8690 -20.7590 -15.8790  -0.57
O 8.7300 -18.5440 -14.8660  -0.71
F 6.8070 -19.8600 -15.2390  -0.10
N 5.7070 -21.8570 -13.3230  -0.57
O 6.0030 -22.7660 -12.5530  0.64
O 5.2100 -20.7880 -12.8030  1.41
O 5.3480 -22.2220 -14.4780  -0.29
C 5.4120 -24.0140 -7.7790  -1.56
C 6.0650 -24.5000 -9.1110  0.55
O 5.8320 -25.9070 -9.2710  -0.63
H 4.3180 -24.0460 -7.8680  0.30
H 5.7330 -23.0460 -7.5130  0.28
H 5.5630 -24.5980 -6.8640  0.45
H 7.1460 -24.3770 -9.1080  0.66
H 5.6580 -23.9150 -9.9590  -0.40
H 6.2010 -26.1500 -10.1230  0.35
C 3.5830 -21.2310 -8.3760  -1.53
C 3.1010 -21.9880 -9.6370  2.21
O 1.7450 -22.2330 -9.5310  -0.77
H 2.8900 -20.4460 -8.1380  0.41
H 4.4770 -20.6620 -8.6330  0.23
H 3.8700 -21.7780 -7.5000  0.40
H 3.6460 -22.9480 -9.7760  -0.93
H 3.3630 -21.4210 -10.5510  -0.76
H 1.4620 -22.6800 -10.3630  0.50
C 4.1550 -26.5560 -16.2120  -1.79
C 4.2260 -25.1790 -15.6290  1.02
O 5.4140 -25.2350 -14.8350  -0.62
H 4.0890 -27.3740 -15.4910  0.35
H 4.9760 -26.8470 -16.8730  0.35
H 3.2310 -26.6110 -16.7530  0.47
H 3.5030 -24.9690 -14.8750  -0.08
H 4.1860 -24.4220 -16.3850  -0.01
H 5.4680 -24.3930 -14.3390  0.14
C 6.5490 -17.6060 -12.5450  -0.91
C 7.3440 -17.7240 -11.2120  0.30
O 7.6220 -16.4440 -10.7330  -0.64
H 5.6190 -17.3020 -12.0930  0.31
H 6.3540 -18.4790 -13.1410  -0.04
H 6.8610 -16.8450 -13.2030  0.51
H 8.3070 -18.1080 -11.4860  0.27
H 6.9140 -18.3730 -10.5250  -0.08
H 8.2140 -16.5050 -9.9730  0.33
C 2.8150 -18.9020 -11.3870  0.42
O 2.2360 -19.6410 -12.3930  -0.84
N 2.0820 -18.0650 -10.7260  -0.40
N 4.0140 -19.0380 -10.9300  0.51
H 1.1800 -17.7420 -11.1250  0.30
H 2.5000 -17.5720 -9.9350  0.17
H 4.5330 -19.7030 -11.4900  -0.55
H 4.5440 -18.3060 -10.3970  0.38
C 2.8150 -24.6140 -11.4640  0.46
O 3.1950 -25.5490 -10.5440  -0.73
N 3.6360 -24.0290 -12.2650  1.10
N 1.6020 -24.1660 -11.6270  -0.40
H 4.6490 -23.9880 -12.0810  -0.63
H 3.3800 -23.2490 -12.9250  -0.38
H 0.9390 -24.7580 -11.0770  0.21
H 1.1710 -23.7260 -12.5060  0.36
C 1.6080 -22.5440 -14.4770  0.13
O 1.6960 -23.1880 -15.7150  -0.78
N 2.6530 -22.0640 -13.8610  1.75
N 0.5630 -22.7830 -13.6960  -0.42
H 3.5690 -21.9610 -14.3240  -0.96
H 2.5150 -21.4240 -13.1040  -0.14
H -0.2080 -23.1960 -14.1630  0.22
H 0.4080 -22.2620 -12.7550  0.36
C 8.3800 -25.8030 -11.5870  0.30
O 8.6670 -27.1240 -11.3390  -0.87
N 9.2920 -24.9430 -11.3870  -0.03
N 7.2090 -25.3280 -11.9860  0.74
H 10.2330 -25.3000 -11.2130  0.26
H 9.3220 -24.0110 -11.7800  0.36
H 6.4960 -25.9990 -12.3230  0.24
H 7.0350 -24.3170 -12.1070  -0.88
C 3.3010 -19.4950 -15.9200  -0.26
O 4.1170 -18.9910 -14.8290  -0.52
H 2.9660 -18.6430 -16.5040  0.38
H 2.4510 -20.0940 -15.5070  0.07
H 3.8200 -20.2370 -16.5750  -0.09
H 4.2270 -19.6540 -14.1750  -0.04
C 5.6540 -21.9580 -18.0130  -1.02
O 6.4700 -22.5490 -17.0190  -0.57
H 4.6880 -21.8480 -17.6920  0.31
H 5.7100 -22.4830 -18.9130  0.40
H 5.9350 -20.9740 -18.2940  0.31
H 6.1950 -22.3330 -16.1050  0.07
C 8.8440 -23.7860 -14.8490  -0.05
O 9.3300 -25.0080 -15.3170  -0.67
H 8.0760 -23.4550 -15.4840  0.00
H 9.5590 -22.9690 -14.8290  0.29
H 8.3530 -23.9540 -13.8800  0.24
H 8.5660 -25.4660 -15.7540  0.35
C 7.6900 -21.8750 -9.5960  -0.79
O 6.6810 -21.0810 -10.0810  -0.24
H 7.7910 -22.7550 -10.2760  0.03
H 7.4590 -22.2500 -8.6480  0.42
H 8.6650 -21.3570 -9.4800  0.21
H 6.4810 -21.3890 -10.9320  -0.41

Force components x, y, z for each atom (eV/Å):
N -1.675 -0.411 0.181
S 0.361 0.893 1.163
O -0.570 1.012 -0.234
O -0.326 -0.409 0.059
F 1.727 -0.013 -1.178
S 1.138 0.364 -1.764
O 0.177 0.015 0.209
O -0.133 -0.269 0.572
F -0.113 -0.185 0.876
N -5.172 -0.467 1.285
O 2.543 0.165 0.885
O 1.834 -0.830 -1.626
O 1.141 1.275 -0.399
C -0.689 -1.528 -0.655
C -0.307 -0.956 0.951
O -0.211 0.692 0.567
H 0.211 0.274 -0.308
H 0.261 1.389 -0.038
H 0.669 -0.541 -0.487
H 0.071 0.311 0.185
H 0.013 -0.191 0.383
H 0.062 -0.102 -0.110
C 0.648 0.659 -1.505
C 2.019 -0.297 0.348
O -1.841 -0.150 -0.588
H -0.808 0.190 0.299
H 0.303 -0.204 -0.233
H -0.425 -0.699 0.302
H -0.114 0.455 0.448
H -0.282 0.105 0.439
H 0.413 0.175 0.932
C -0.795 -0.801 -0.276
C 1.443 -1.301 1.404
O 0.968 1.202 0.180
H 0.109 0.383 0.448
H 0.046 0.572 -0.027
H -0.584 -0.207 -0.753
H -1.529 -0.076 -0.081
H 0.371 0.632 -0.459
H 0.210 -0.478 -0.454
C -0.949 -0.048 2.563
C 2.253 -0.076 -3.857
O -0.568 1.751 1.055
H -1.105 0.424 -0.752
H 0.235 -0.668 0.277
H 0.843 0.981 -0.482
H 0.545 -0.972 0.053
H -1.128 -1.148 1.380
H -0.150 -0.141 -0.283
C -3.481 -3.950 -4.932
O 2.655 2.730 4.067
N -3.201 3.256 1.353
N 3.390 -0.299 0.219
H 1.278 -0.562 0.624
H -0.568 -0.166 -0.610
H 0.762 0.025 0.396
H -1.007 -1.273 -0.963
C 3.433 -5.154 4.603
O -2.251 4.327 -4.057
N 4.358 1.909 -2.361
N -6.158 -0.463 0.813
H -1.057 -0.733 0.104
H -0.203 -1.557 1.314
H 0.641 0.802 -0.768
H 1.525 -1.498 1.453
C 1.805 -4.893 -7.052
O -0.920 3.663 5.904
N 1.671 1.625 -0.483
N -2.474 1.724 2.648
H -0.650 -0.014 -0.358
H -0.073 0.982 0.731
H -0.771 -0.096 -0.223
H 0.206 -0.701 -2.685
C 0.105 -8.035 0.799
O -1.942 5.222 -1.217
N 4.602 2.685 0.903
N -2.544 -0.292 -0.752
H -0.822 -0.105 0.061
H -0.513 -0.088 0.031
H 0.831 0.844 0.255
H 0.306 -1.125 -0.079
C 0.360 -1.142 1.326
O -0.873 1.042 -2.429
H -0.080 -0.019 0.011
H 0.255 0.859 -0.382
H 0.079 0.774 0.385
H 0.214 -1.160 1.000
C 1.843 0.247 1.326
O 0.122 -0.220 -0.238
H -2.771 -0.202 0.701
H 0.012 -1.469 -1.266
H 0.863 1.351 0.051
H -0.072 0.163 -0.832
C -0.895 0.089 1.045
O -0.146 -1.505 -1.184
H -1.060 0.671 -1.015
H 0.474 -0.490 0.130
H 0.442 0.399 0.028
H 1.131 0.654 0.740
C 1.926 -0.962 -1.202
O -0.662 1.884 1.438
H 0.468 0.623 0.631
H -0.586 -0.582 1.607
H -0.416 -0.079 -0.486
H -0.701 -0.466 -2.015